Computed, not measured: C10H5N2O2RhS2 as an isolated structure, with the ωB97M-V functional and the def2-TZVPD basis.

## Properties
- gap between HOMO and LUMO (spin up / spin down) (eV) = 4.00 / 5.90
- charge = -2
- expectation value of S² = 6.06
- spin multiplicity = 5

Last column: Mulliken spin population.
Cartesian coordinates (Å):
Rh  2.52127  0.21595  0.75927  1.52
S  1.02147  -1.51985  0.35917  0.06
C  -0.44793  -0.71825  -0.14843  0.19
C  -1.55033  -1.49215  -0.44453  -0.05
C  -2.78433  -0.93885  -0.82163  0.24
C  -3.85273  -1.75915  -1.13163  0.01
N  -4.73213  -2.47605  -1.39983  0.17
C  -2.89423  0.51075  -0.87483  0.21
C  -1.74713  1.27445  -0.61113  -0.04
C  -0.54073  0.70925  -0.26163  0.13
S  0.82907  1.75915  0.01067  0.53
C  -4.09163  1.13895  -1.15733  0.01
N  -5.08223  1.70905  -1.38453  0.15
H  -1.47083  -2.56965  -0.37943  -0.01
H  -1.81163  2.35375  -0.67983  -0.01
O  4.68547  1.41135  0.69657  0.00
C  5.02677  0.65655  -0.22143  0.00
O  4.34287  -0.24105  -0.73993  0.05
H  6.06977  0.78835  -0.64183  0.00
C  2.25457  -0.01345  2.71237  0.76
H  2.98447  -0.68445  3.19347  0.07
H  1.27017  -0.11475  3.16647  0.02

Atoms 1-3, force components in eV/Å:
-0.566 -0.114 0.125
0.620 0.479 0.172
-0.145 -0.417 0.063



Computed, not measured: the molecule C4H8OS, with the ωB97M-V functional and the def2-TZVPD basis.

## Properties
- gap between HOMO and LUMO (eV) = 9.75
- SMILES = C[C@]1(S)C[C@H]1O
- spin multiplicity = 1

Last column: Mulliken charge in e.
Cartesian coordinates (Å):
C  -0.47375  1.81203  -0.57989  -1.32
C  -0.13708  0.48897  0.07841  0.81
S  -1.48830  -0.78695  0.09635  -0.27
C  0.77820  0.46864  1.23844  -0.87
C  1.27005  0.10354  -0.14510  -0.15
O  1.47062  -1.21093  -0.63459  -0.50
H  -1.44404  2.29027  -0.33102  0.35
H  -0.33982  1.68227  -1.63066  0.35
H  0.28797  2.53180  -0.31306  0.31
H  -0.85548  -1.70292  -0.65282  0.16
H  1.25171  1.36703  1.67868  0.23
H  0.59372  -0.38009  1.89306  0.31
H  1.86722  0.85152  -0.69398  0.28
H  2.06204  -1.60021  0.03383  0.32

Atoms 1-3, force components in eV/Å:
-0.463 0.347 0.669
-1.749 0.817 -0.503
0.856 0.764 -0.178



Computed, not measured: C29H51BBaCl5N11S3 as an isolated structure, with the ωB97M-V functional and the def2-TZVPD basis.

## Properties
- gap between HOMO and LUMO (eV) = 5.04
- charge = -2
- spin multiplicity = 1

Last column: Mulliken charge in e.
Cartesian coordinates (Å):
Ba  0.70372  1.10731  -1.22563  -0.32
C  -5.49574  2.01263  -2.94779  -1.06
N  -4.78749  1.38432  -1.89325  0.52
C  -5.37409  1.02618  -0.65532  -0.85
C  -3.37392  1.61655  -1.89028  -0.39
N  -2.45491  0.69994  -1.76653  0.70
C  -2.89025  -0.66154  -1.84863  -0.44
C  -1.85563  -1.46672  -2.59365  -0.94
N  -0.67374  -1.76026  -1.81211  1.89
C  0.28605  -2.40257  -2.72569  -1.46
C  1.67169  -2.69290  -2.04438  -0.84
N  2.33526  -1.48167  -1.63054  0.79
C  3.57732  -1.60032  -1.34389  -0.47
N  4.17655  -2.85506  -0.98230  0.97
C  5.19109  -3.45940  -1.87024  -1.30
C  3.74439  -3.62129  0.13037  -1.04
N  4.49832  -0.59133  -1.43553  0.32
C  5.54533  -0.44068  -0.42711  -1.11
C  4.00308  0.60838  -2.11697  -0.20
C  -0.92384  -2.48107  -0.60837  -1.21
C  -0.10638  -2.23175  0.61103  1.30
N  -0.55100  -1.12391  1.41061  0.22
C  -0.84346  -1.33655  2.65283  -0.06
N  -0.82080  -0.39480  3.64090  0.28
C  -1.99315  -0.25861  4.50812  -1.06
C  -0.02060  0.79503  3.48928  -0.74
N  -1.24394  -2.57378  3.12517  0.78
C  -2.25311  -3.36281  2.46519  -0.97
C  -0.73264  -3.08692  4.35580  -1.28
N  -3.03935  2.90637  -2.12084  0.40
C  -3.84681  4.06034  -1.62126  -1.01
C  -1.66321  3.17071  -2.47134  -0.43
H  -6.26561  1.30504  -3.37777  0.28
H  -4.81765  2.37631  -3.73343  0.33
H  -6.10897  2.87957  -2.57155  0.31
H  -5.93130  1.88481  -0.21083  0.32
H  -4.54895  0.84361  0.09683  0.17
H  -6.06523  0.14694  -0.69025  0.22
H  -3.89547  -0.82921  -2.28318  0.48
H  -3.15318  -1.17961  -0.86035  -0.03
H  -1.47260  -0.92266  -3.42801  0.18
H  -2.30342  -2.45841  -2.98977  0.19
H  0.50699  -1.72644  -3.56413  0.19
H  -0.09863  -3.38270  -3.09585  0.30
H  2.27531  -3.12410  -2.81783  0.65
H  1.60607  -3.43702  -1.24553  0.09
H  6.09903  -3.53533  -1.34021  0.36
H  5.28634  -2.82425  -2.79290  0.26
H  4.73844  -4.46981  -2.11545  0.36
H  3.18811  -3.03107  0.79004  0.12
H  4.61692  -3.97629  0.65600  0.27
H  3.16707  -4.54075  -0.09955  0.18
H  5.76101  -1.42367  -0.02163  0.32
H  5.16771  0.26628  0.32644  0.29
H  6.44312  -0.12118  -0.91906  0.33
H  3.37344  0.28666  -2.93103  0.32
H  4.89272  1.21749  -2.54920  0.17
H  3.50430  1.30899  -1.45709  -0.20
H  -0.90765  -3.59955  -0.68759  -0.07
H  -1.96243  -2.30500  -0.30508  -0.16
H  0.92798  -2.01337  0.35412  -1.33
H  -0.00258  -3.17304  1.19785  0.21
H  -2.51118  -1.17676  4.61349  0.39
H  -2.74330  0.35822  3.99148  0.21
H  -1.69159  0.12319  5.50099  0.31
H  0.75073  0.56442  2.74906  0.05
H  0.44735  1.11744  4.40137  0.31
H  -0.65752  1.56623  3.14105  0.18
H  -2.67694  -2.74216  1.67357  0.22
H  -3.05354  -3.52275  3.19398  0.36
H  -1.84578  -4.35595  2.07748  0.21
H  0.07053  -2.45355  4.72556  0.32
H  -0.27434  -4.08177  4.09878  0.34
H  -1.57745  -3.15347  5.08573  0.32
H  -4.18759  4.65279  -2.46939  0.34
H  -3.30264  4.64612  -0.81793  0.20
H  -4.79308  3.74130  -1.17256  0.30
H  -1.18733  2.43796  -3.09045  -0.04
H  -1.01951  3.30983  -1.57034  0.06
H  -1.60178  4.10045  -3.01490  0.26
Cl  -2.62840  2.99942  1.58691  -0.23
C  -1.08058  3.96703  1.69754  -0.20
C  -0.01569  3.58818  0.88971  -0.33
C  1.18538  4.21485  1.21442  0.38
Cl  2.60217  3.87191  0.16349  -0.20
C  1.37541  5.08369  2.27206  -0.09
Cl  2.96385  5.58906  2.71644  -0.22
C  0.26088  5.54586  2.96620  0.46
Cl  0.49091  6.77093  4.13382  -0.24
C  -1.01031  4.97822  2.64900  -0.01
Cl  -2.41975  5.48610  3.47108  -0.23
S  1.04096  2.71954  -6.32558  -0.45
C  0.96066  2.22072  -4.72768  0.22
S  1.56664  3.21677  -3.38474  -0.26
S  0.51702  0.59593  -4.30535  -0.29
B  3.74725  -1.22031  3.09365  0.63
C  3.16317  -0.49305  1.87424  -0.51
N  2.80558  0.00458  0.86702  -0.22
H  4.06155  -2.34688  2.72783  -0.24
H  4.64267  -0.63229  3.71887  -0.19
H  2.81590  -1.23787  3.89244  -0.25

Atoms 1-3, force components in eV/Å:
-0.134 -0.447 0.359
-2.285 0.229 -0.239
2.325 -0.378 -0.374



Computed, not measured: C4H4N2O4P as an isolated structure, with the ωB97M-V functional and the def2-TZVPD basis.

## Properties
- gap between HOMO and LUMO (eV) = 7.26
- charge = -1
- spin multiplicity = 1

Last column: Mulliken charge in e.
Cartesian coordinates (Å):
C  -0.99497  -0.16508  1.09849  -0.80
C  -0.13150  -1.15110  0.31462  0.58
C  -1.62721  1.01146  0.89867  0.01
C  -0.11231  0.63228  -1.50011  -0.12
N  -1.73467  1.77415  -0.16486  -0.94
N  -0.79348  1.55524  -1.06425  0.13
O  3.12406  -1.38300  -0.63400  -0.69
O  0.32742  -0.88256  -0.96976  -0.44
O  1.17850  -1.10924  0.96887  -0.32
O  2.07847  0.94315  -0.37900  -0.58
P  2.04526  -0.48347  -0.15877  0.93
H  -0.82893  -0.49815  2.10929  0.25
H  -0.67232  -2.15799  0.10628  0.22
H  -2.46535  1.25471  1.62893  0.31
H  0.60704  0.65960  -2.25441  0.45

Atoms 1-3, force components in eV/Å:
1.250 -1.866 -0.077
-1.388 0.464 0.302
-2.590 -0.924 0.973



Computed, not measured: C22H60N5O7V as an isolated structure, with the ωB97M-V functional and the def2-TZVPD basis.

## Properties
- gap between HOMO and LUMO (spin up / spin down) (eV) = 8.62 / 8.72
- charge = +1
- expectation value of S² = 0.77
- spin multiplicity = 2

Last column: Mulliken spin population.
Cartesian coordinates (Å):
O  0.70718  0.18923  0.27870  -0.19
V  -0.10082  -1.10983  -0.09080  1.15
C  1.38336  -4.63268  0.95789  0.00
C  2.27103  -3.46076  0.50573  -0.01
O  1.53239  -2.33741  0.15012  0.04
H  0.73541  -4.36061  1.79057  0.00
H  2.00169  -5.50391  1.19727  0.00
H  0.73126  -4.97273  0.14095  0.00
H  2.81641  -3.81059  -0.38004  0.01
H  2.90051  -3.19552  1.36847  0.00
C  -1.81014  -4.44561  -2.16798  0.00
C  -2.25938  -3.19751  -1.45606  0.01
C  -3.72274  -3.22562  -1.12812  0.00
O  -4.07524  -2.09037  -0.35931  0.00
C  -5.46209  -2.00027  -0.09234  0.00
N  -1.44492  -3.00455  -0.16723  0.01
H  -0.74040  -4.53812  -2.32839  0.00
H  -2.33396  -4.58245  -3.11621  0.00
H  -2.12725  -5.31176  -1.56994  0.00
H  -2.10306  -2.31461  -2.07726  0.00
H  -3.97358  -4.09957  -0.49845  0.00
H  -4.37501  -3.32264  -2.00506  0.00
H  -5.62158  -1.33088  0.74886  0.00
H  -5.91861  -2.96444  0.16341  0.00
H  -5.99285  -1.62756  -0.97586  0.00
H  -1.13647  -3.95931  0.02233  0.00
H  -2.23291  -2.89357  0.48189  0.00
C  -3.22024  1.20563  2.00351  0.00
C  -1.94369  0.45655  1.64089  0.00
C  -1.70512  -0.70031  2.56126  -0.01
O  -0.49883  -1.35847  2.15716  -0.01
C  0.04681  -2.16324  3.18643  0.00
N  -1.98076  0.02529  0.20975  0.00
H  -3.20094  1.58196  3.02531  0.00
H  -4.09891  0.56087  1.86025  0.00
H  -3.45062  2.04760  1.34488  0.00
H  -1.13032  1.18275  1.70219  0.00
H  -2.51886  -1.43430  2.63689  0.00
H  -1.52679  -0.30676  3.56680  0.00
H  -0.56280  -3.06420  3.33732  0.00
H  0.05600  -1.64452  4.14811  0.00
H  1.04675  -2.44321  2.87811  0.00
H  -2.83128  -0.54839  0.10469  0.00
H  -2.19622  0.85091  -0.34547  0.00
C  3.15240  -0.39698  4.31168  0.00
C  2.65288  0.51696  3.19953  0.00
C  3.04684  1.97170  3.33653  0.00
O  2.47353  2.44754  4.56246  0.00
C  2.79440  3.80101  4.78978  0.00
N  3.18654  0.06494  1.88642  0.00
H  4.24762  -0.46370  4.34348  0.00
H  2.80885  -1.41138  4.10959  0.00
H  2.89866  -0.01455  5.30407  0.00
H  1.56007  0.46389  3.14765  0.00
H  2.61321  2.53716  2.50697  0.00
H  4.13701  2.06961  3.42245  0.00
H  2.35816  4.02871  5.76277  0.00
H  2.31715  4.46088  4.05684  0.00
H  3.87442  3.96328  4.82170  0.00
H  2.90834  -0.90649  1.73829  0.00
H  4.19475  -0.01227  2.03822  0.00
C  1.48005  -2.51113  -3.17499  0.00
C  1.27698  -1.05579  -2.78576  0.00
C  1.69508  -0.20654  -3.97611  0.00
O  1.55161  1.15513  -3.72620  0.00
C  2.38071  1.94354  -4.58093  0.00
N  -0.10373  -0.79932  -2.25633  0.01
H  2.52133  -2.70470  -3.41501  0.00
H  0.91661  -2.72477  -4.09793  0.00
H  1.08637  -3.19933  -2.43093  0.00
H  2.00129  -0.86405  -1.98970  0.00
H  1.08543  -0.46366  -4.85788  0.00
H  2.72467  -0.52584  -4.16994  0.00
H  2.16357  2.99440  -4.39515  0.00
H  2.25240  1.65777  -5.62572  0.00
H  3.43381  1.84777  -4.28275  0.00
H  -0.20142  0.22937  -2.28097  -0.01
H  -0.75469  -1.01050  -3.02048  0.00
C  0.97247  3.58815  -0.66440  0.00
C  -0.51515  3.52403  -1.08370  0.00
C  -0.82887  4.66079  -2.03322  0.00
O  -0.93298  5.86424  -1.30045  0.00
C  -1.02029  7.00541  -2.10616  0.00
N  -0.69050  2.21889  -1.73843  0.00
H  1.66475  3.33443  -1.46438  0.00
H  1.09412  2.92048  0.18693  0.00
H  1.13171  4.61714  -0.33391  0.00
H  -1.03618  3.62566  -0.13007  0.00
H  -1.76899  4.46008  -2.58303  0.00
H  -0.04409  4.74184  -2.80564  0.00
H  -1.10128  7.84069  -1.41215  0.00
H  -1.90041  6.98969  -2.75761  0.00
H  -0.12616  7.18543  -2.71503  0.00
H  0.00928  2.21835  -2.48550  0.00
H  -1.57470  2.17753  -2.25611  0.00

Atoms 1-3, force components in eV/Å:
-1.057 -0.703 -0.738
2.980 0.105 1.585
0.096 -0.264 -0.542



Computed, not measured: a 2-piece molecular cluster, C3H8NO2S overall, with the ωB97M-V functional and the def2-TZVPD basis.

## Properties
- gap between HOMO and LUMO (eV) = 6.60
- charge = -1
- spin multiplicity = 1

Last column: Mulliken charge in e.
Cartesian coordinates (Å):
O  2.76408  1.25797  -0.89843  -0.64
C  1.87651  0.96156  -0.10905  0.08
N  0.56651  1.09307  -0.37821  0.01
C  -0.46814  0.90586  0.62142  -0.50
C  -1.52169  -0.06273  0.24981  -0.02
S  -2.28389  0.39117  -1.39059  -0.70
H  2.14060  0.54516  0.85493  0.29
H  0.21684  1.36898  -1.29145  0.22
H  -0.81974  1.81576  1.11558  0.26
H  0.02182  0.55464  1.64167  0.20
H  -2.38189  -0.17413  0.93624  0.29
H  -1.14686  -1.12376  0.13399  -0.49
H  0.82978  -2.45144  -1.11749  0.31
H  -0.37745  -2.49074  -0.17476  0.33
O  0.58352  -2.59139  -0.19367  -0.66

Atoms 1-3, force components in eV/Å:
0.200 -0.061 -0.003
-0.063 0.455 -1.444
-0.434 0.043 1.127